(1)
Density functional theory data (the ωB97M-V functional and the def2-TZVPD basis) for a 2-piece molecular cluster, C3H10NO overall at a distorted geometry.

Each line ends with the natural charge from an NBO analysis.
Cartesian coordinates (Å):
1 C 0.4911 0.2525 -2.0296  -0.447
2 N -0.8820 -0.2941 -1.6261  -0.694
3 H 0.3480 1.1176 -2.6428  0.236
4 H 1.2149 0.4222 -1.0961  0.264
5 H 1.1137 -0.4215 -2.5541  0.246
6 H -1.4837 0.4486 -1.9623  0.441
7 H -0.8842 -0.3927 -0.5983  0.486
8 H -1.2601 -1.0596 -2.1622  0.446
9 C 0.9624 0.7654 2.0634  -0.505
10 C 0.1353 -0.2559 2.2816  0.134
11 O -0.9607 -0.5012 1.4692  -0.745
12 H 1.8981 0.7019 2.6036  0.251
13 H 0.5989 1.3589 1.2168  0.200
14 H 0.1502 -0.9267 3.1200  0.185
15 H -1.4422 -1.2153 1.9169  0.502

As for the energy above the lowest of the compared OMol25 structures with the same formula, charge and spin: 171.28 kJ/mol. Its LUMO energy is -3.6 eV. The total charge is +1. The calculation puts the total energy at -6802.536 eV.

---

(2)
Density functional theory data (the ωB97M-V functional and the def2-TZVPD basis) for C4H9NO as an isolated structure at a distorted geometry.

Each line ends with the natural charge from an NBO analysis.
Cartesian coordinates (Å):
1 C 0.2479 -0.5309 0.4772  0.338
2 C 1.5535 -0.7480 -0.2536  -0.699
3 C -1.3641 1.1019 -0.8519  -0.607
4 C -1.0176 -0.3399 -0.3732  -0.479
5 N 0.2601 0.5570 2.1001  -0.109
6 O 0.0553 -0.9117 1.7675  -0.424
7 H 1.6360 -0.2413 -1.2185  0.230
8 H 1.6311 -1.8345 -0.5030  0.218
9 H 2.3124 -0.4937 0.4178  0.211
10 H -0.3702 1.5682 -1.2218  0.188
11 H -1.4402 1.6253 0.0653  0.212
12 H -2.1737 1.3333 -1.4991  0.217
13 H -0.6159 -0.9450 -1.1678  0.206
14 H -2.0072 -0.6716 0.1199  0.222
15 H 1.2928 0.5310 2.1410  0.274

As for the energy above the lowest of the compared OMol25 structures with the same formula, charge and spin: 222.11 kJ/mol. Its LUMO energy (alpha / beta) is 1.0 / -1.7 eV. The spin multiplicity is 3. The expectation value of S² is 2.012. The calculation puts the total energy at -7824.260 eV.

---

(3)
Density functional theory data (the ωB97M-V functional and the def2-TZVPD basis) for a 2-piece molecular cluster, C2H6N2O2 overall at a distorted geometry.

Each line ends with the natural charge from an NBO analysis.
Cartesian coordinates (Å):
1 N -1.6920 0.2611 0.9498  -0.809
2 C -1.1717 -0.7977 0.2765  0.282
3 N -0.5783 -0.6875 -0.8486  -0.752
4 H -2.1191 0.0963 1.8407  0.393
5 H -2.0364 1.0280 0.3933  0.397
6 H -1.1068 -1.7090 0.8768  0.147
7 H -0.3818 -1.6377 -1.1601  0.357
8 H 0.4923 1.1806 -0.8341  0.516
9 O 2.3441 -0.1787 -1.3367  -0.577
10 C 2.1843 0.5226 -0.3824  0.652
11 O 1.2463 1.4662 -0.2812  -0.708
12 H 2.8192 0.4559 0.5060  0.103

As for the energy above the lowest of the compared OMol25 structures with the same formula, charge and spin: 91.07 kJ/mol. Its LUMO energy is 0.8 eV. As for the SMILES: [H]/N=C/N.O=CO. The calculation puts the total energy at -9246.374 eV.

---

(4)
Density functional theory data (the ωB97M-V functional and the def2-TZVPD basis) for C11H8ClF6N3O4S2V as an isolated structure at a distorted geometry.

Each line ends with the natural charge from an NBO analysis.
Cartesian coordinates (Å):
1 V 0.0238 0.9478 0.3329  0.865
2 F 2.6988 3.1988 3.2913  -0.301
3 C 1.4008 2.9151 3.2993  0.742
4 F 0.8552 3.3466 4.4333  -0.298
5 F 0.8137 3.4906 2.2672  -0.283
6 S 1.1824 1.0611 3.2579  2.234
7 O -0.0288 0.8196 2.4423  -0.930
8 O 1.1323 0.6852 4.6269  -0.870
9 N 2.4605 0.5122 2.5058  -1.161
10 S 2.3933 0.4916 0.9332  2.145
11 O 1.6408 -0.6217 0.3248  -0.900
12 O 2.1595 1.7840 0.2661  -0.903
13 C 4.1478 0.0856 0.5765  0.752
14 F 4.4598 -1.0922 1.0901  -0.295
15 F 4.9435 1.0153 1.0707  -0.293
16 F 4.2873 0.0378 -0.7438  -0.306
17 N 0.0618 0.9230 -1.8234  -0.829
18 C -0.8482 -0.1170 -2.2721  0.123
19 C -1.0412 -0.4497 -3.5767  -0.201
20 C -1.9190 -1.5020 -3.9224  -0.192
21 C -2.5765 -2.1998 -2.9525  -0.175
22 C -2.3932 -1.8733 -1.5891  -0.099
23 C -3.0239 -2.5680 -0.5273  -0.110
24 C -2.7902 -2.1826 0.7525  -0.250
25 C -1.9259 -1.0941 1.0044  0.102
26 N -1.3045 -0.4397 0.0475  -0.460
27 C -1.5350 -0.8172 -1.2553  0.216
28 H 0.9827 0.7813 -2.2300  0.398
29 H -0.2708 1.8405 -2.1103  0.423
30 H -0.5151 0.0951 -4.3522  0.224
31 H -2.0627 -1.7541 -4.9647  0.225
32 H -3.2431 -3.0136 -3.2127  0.221
33 H -3.6807 -3.4011 -0.7487  0.223
34 H -3.2507 -2.6928 1.5871  0.233
35 H -1.7340 -0.7644 2.0158  0.229
36 Cl -1.5002 2.5522 0.1556  -0.498

Its LUMO energy (alpha / beta) is -0.8 / -0.8 eV. The spin multiplicity is 2. The expectation value of S² is 0.756. The calculation puts the total energy at -100383.611 eV.

---

(5)
Density functional theory data (the ωB97M-V functional and the def2-TZVPD basis) for C22H38BeBr3Cl6CsF4N4O11PS2 as an isolated structure at a distorted geometry.

Each line ends with the Löwdin charge.
Cartesian coordinates (Å):
1 N -3.4469 -4.7556 -1.1754  -0.276
2 P -2.1611 -4.2967 -0.3308  0.800
3 C -0.4938 -4.8957 -1.0040  -0.438
4 C 0.2013 -5.9505 0.0527  -0.151
5 C 0.4103 -5.3446 1.5282  -0.202
6 C 1.7707 -4.4962 1.7396  -0.163
7 C 1.3191 -2.9180 1.7783  -0.216
8 C 0.9565 -2.3940 3.2590  -0.171
9 C 0.0164 -1.0563 3.1258  -0.231
10 C 0.3211 -0.1872 1.8022  -0.430
11 S -0.1685 1.5684 2.1650  1.167
12 C 0.0719 2.6644 0.7012  -0.446
13 N -1.1354 3.2747 0.1222  0.028
14 N -0.7228 4.0769 -0.9188  0.030
15 C 0.7270 3.9725 -1.0197  -0.019
16 O 1.2363 3.0847 -0.0003  -0.076
17 O 0.6181 -3.9160 -1.1429  -0.255
18 S 1.8301 -4.3290 -2.2624  0.664
19 O 1.9358 -3.3596 -3.4228  -0.320
20 O 3.1025 -4.9121 -1.6902  -0.380
21 O 1.0044 -5.7330 -2.8155  -0.393
22 C -0.4095 -5.7343 -2.3768  -0.280
23 N -1.1161 -5.2880 -3.6107  0.153
24 C -1.3135 -4.0011 -3.6520  -0.123
25 O -1.5773 -2.7976 -3.3803  0.103
26 H -3.1136 -5.3512 -1.9511  -0.034
27 H -2.0720 -2.8425 -0.2830  0.024
28 H -2.3954 -4.7610 1.0298  0.037
29 H 1.2283 -6.3263 -0.3127  0.131
30 H -0.4525 -6.9075 0.1763  0.142
31 H 0.4871 -6.2586 2.2478  0.130
32 H -0.4532 -4.7073 1.9291  0.078
33 H 2.5388 -4.6642 0.8914  0.096
34 H 2.2621 -4.7955 2.7383  0.122
35 H 0.3344 -2.8503 1.1626  0.089
36 H 2.1403 -2.2514 1.3035  0.073
37 H 0.3075 -3.1580 3.8333  0.123
38 H 1.8851 -2.1237 3.8759  0.123
39 H -1.1132 -1.3266 3.1511  0.130
40 H 0.1746 -0.3702 4.0543  0.117
41 H 1.4191 -0.1792 1.4684  0.013
42 H -0.3819 -0.5698 0.9663  0.113
43 H 1.3259 4.5704 -1.8070  0.160
44 H -0.6736 -6.8294 -2.0881  0.188
45 Be 2.7896 -6.2139 -4.0816  0.640
46 C -2.4017 5.2483 2.1640  -0.072
47 C -2.4668 5.8989 3.5315  -0.216
48 O -3.6919 5.5639 4.2027  0.016
49 C -3.7530 4.3153 4.7150  -0.368
50 O -2.8581 3.5062 4.6316  0.120
51 C -5.0805 4.0844 5.4305  -0.502
52 F -6.1432 4.4577 4.6829  0.157
53 F -5.1590 4.7846 6.5848  0.143
54 F -5.2797 2.7906 5.7543  0.158
55 H -3.2784 5.5180 1.5691  0.093
56 H -1.5003 5.5570 1.6315  0.069
57 H -2.3968 4.1578 2.2415  0.043
58 H -2.4552 6.9863 3.4181  0.132
59 H -1.6034 5.6315 4.1497  0.059
60 C 3.9739 -0.1307 -0.9605  -1.530
61 Br 3.8097 0.7037 0.7854  0.645
62 Br 4.2909 -2.0395 -0.8231  0.665
63 Br 2.4506 0.2637 -2.0959  0.587
64 H 4.8513 0.3045 -1.4395  -0.016
65 C 6.6373 4.0242 0.9653  -0.164
66 O 6.2567 3.5486 2.2466  -0.132
67 H 7.5841 4.5578 1.0545  0.084
68 H 6.7612 3.1804 0.2810  0.068
69 H 5.8729 4.7060 0.5834  0.074
70 H 5.4176 3.0812 2.1396  0.035
71 C -1.3321 5.8324 7.0873  -1.530
72 Cl -0.6368 5.3105 8.6282  0.540
73 Cl -2.6052 7.0319 7.3534  0.554
74 Cl -0.0738 6.4862 6.0265  0.546
75 H -1.7748 4.9645 6.5993  -0.004
76 C -5.1794 -0.9983 -3.3029  -0.158
77 O -4.3072 -1.9061 -3.9575  -0.141
78 H -6.1244 -0.9629 -3.8463  0.081
79 H -5.3633 -1.3372 -2.2800  0.075
80 H -4.7318 -0.0010 -3.2911  0.074
81 H -3.4792 -1.9180 -3.4562  0.026
82 C 2.6783 -0.7939 -5.7593  -1.533
83 Cl 2.5721 -1.3268 -7.4428  0.557
84 Cl 4.1185 0.2058 -5.5131  0.518
85 Cl 1.2180 0.0931 -5.2947  0.502
86 H 2.7600 -1.6757 -5.1246  -0.011
87 F -2.5445 1.5288 2.9897  -0.339
88 C 0.8822 1.9602 -8.7692  -0.424
89 O 0.8142 2.9890 -9.6104  -0.982
90 H 0.8691 0.9484 -9.2096  0.080
91 H 1.7771 1.8933 -8.1241  0.042
92 H 0.0791 1.8692 -8.0172  0.065
93 Cs 1.3319 4.7463 -8.9056  1.447

Its LUMO energy is -8.5 eV. The total charge is +1. The calculation puts the total energy at -379923.705 eV.

---

(6)
Density functional theory data (the ωB97M-V functional and the def2-TZVPD basis) for a 2-piece molecular cluster, C5H13NO overall at a distorted geometry.

Each line ends with the natural charge from an NBO analysis.
Cartesian coordinates (Å):
1 C -2.1890 -0.8651 -1.1904  -0.602
2 C -0.9470 -1.4586 -1.7420  -0.604
3 H -2.6448 -0.0790 -1.9387  0.183
4 H -2.9364 -1.6201 -1.1574  0.206
5 H -2.1911 -0.2620 -0.2825  0.205
6 H -0.0469 -0.9656 -1.5912  0.208
7 H -0.8281 -2.4936 -1.2736  0.203
8 H -1.0768 -1.6487 -2.7673  0.201
9 C 0.8846 1.2811 0.4539  -0.484
10 C 2.4024 1.0648 -0.0557  -0.638
11 C 0.5038 0.0544 1.5524  0.692
12 O 0.7002 -1.1092 1.3271  -0.612
13 N -0.0520 0.5029 2.7254  -0.871
14 H 0.6649 2.1388 1.0993  0.189
15 H 0.2085 1.3858 -0.3873  0.227
16 H 2.4676 0.0377 -0.5746  0.226
17 H 3.3055 0.9522 0.5374  0.227
18 H -0.4171 -0.3003 3.3869  0.423
19 H -0.4778 1.5406 2.7116  0.410
20 H 2.6699 1.8438 -0.8334  0.210

As for the energy above the lowest of the compared OMol25 structures with the same formula, charge and spin: 170.60 kJ/mol. Its LUMO energy is 0.8 eV. As for the SMILES: CCC(N)=O.CC. The calculation puts the total energy at -8932.243 eV.

---

(7)
Density functional theory data (the ωB97M-V functional and the def2-TZVPD basis) for the molecule C24H29N3O2.

Each line ends with the natural charge from an NBO analysis.
Cartesian coordinates (Å):
1 C 3.5382 -0.0093 -0.3943  -0.612
2 H 2.8097 -0.1298 0.4001  0.220
3 H 4.3031 0.6925 -0.0691  0.206
4 H 3.0300 0.4098 -1.2587  0.200
5 C 4.1751 -1.3549 -0.7343  -0.223
6 N 3.1738 -2.3797 -1.0170  -0.478
7 C 3.2936 -2.9330 -2.3523  -0.205
8 C 2.7594 -1.9771 -3.4208  -0.411
9 H 3.2307 -0.9996 -3.3176  0.205
10 H 3.0169 -2.3767 -4.4034  0.213
11 C 1.2364 -1.8142 -3.3513  -0.206
12 N 0.8101 -1.0718 -2.2002  -0.550
13 C 0.2683 0.1299 -2.2579  0.189
14 C -0.1725 0.8799 -1.1831  -0.348
15 C -0.1182 0.2893 0.1383  0.683
16 N -0.5820 1.0336 1.2061  -0.451
17 C -1.1151 2.3062 1.1273  0.684
18 O -1.5034 2.8815 2.1286  -0.615
19 C -1.1690 2.9013 -0.2088  -0.217
20 C -1.6943 4.1898 -0.3149  -0.126
21 C -1.7720 4.8182 -1.5362  -0.248
22 C -1.3144 4.1517 -2.6671  -0.173
23 C -0.7936 2.8800 -2.5739  -0.246
24 C -0.7101 2.2127 -1.3435  0.120
25 H -0.4452 2.4054 -3.4779  0.196
26 H -1.3648 4.6354 -3.6321  0.212
27 H -2.1786 5.8145 -1.6176  0.215
28 H -2.0326 4.6708 0.5905  0.238
29 C -0.5240 0.4008 2.5232  -0.267
30 C -1.6614 -0.5687 2.7043  0.053
31 C -2.9631 -0.0901 2.7969  -0.229
32 C -4.0218 -0.9682 2.9394  -0.211
33 C -3.7902 -2.3328 2.9907  -0.220
34 C -2.4959 -2.8144 2.8981  -0.201
35 C -1.4356 -1.9365 2.7536  -0.229
36 H -0.4275 -2.3141 2.6720  0.215
37 H -2.3111 -3.8784 2.9363  0.208
38 H -4.6175 -3.0188 3.1026  0.210
39 H -5.0303 -0.5874 3.0130  0.211
40 H -3.1397 0.9750 2.7627  0.226
41 H 0.4350 -0.1148 2.6088  0.223
42 H -0.5892 1.2077 3.2570  0.249
43 O 0.3182 -0.8419 0.3542  -0.679
44 H 1.0075 -1.4503 -1.2686  0.475
45 H 0.1564 0.5342 -3.2576  0.190
46 H 0.7739 -2.8071 -3.3223  0.197
47 H 0.8855 -1.2987 -4.2513  0.199
48 H 2.7121 -3.8577 -2.3988  0.194
49 H 4.3399 -3.1922 -2.5972  0.170
50 C 3.1022 -3.4066 0.0111  -0.201
51 C 2.6253 -2.8524 1.3476  -0.627
52 H 2.4341 -3.6749 2.0332  0.209
53 H 3.3691 -2.2003 1.7979  0.198
54 H 1.7084 -2.2910 1.1984  0.243
55 H 4.0757 -3.9154 0.1434  0.158
56 H 2.3796 -4.1556 -0.3245  0.191
57 H 4.8352 -1.2279 -1.6003  0.185
58 H 4.8092 -1.6715 0.1024  0.187

As for the energy above the lowest of the compared OMol25 structures with the same formula, charge and spin: 39.29 kJ/mol. Its LUMO energy is 0.4 eV. As for the SMILES: CCN(CC)CCCN/C=C1\C(=O)N(Cc2ccccc2)C(=O)c2ccccc21. The calculation puts the total energy at -33925.520 eV.

---

(8)
Density functional theory data (the ωB97M-V functional and the def2-TZVPD basis) for a 3-piece molecular cluster, C20H19BF16O2 overall at a distorted geometry.

Each line ends with the natural charge from an NBO analysis.
Cartesian coordinates (Å):
1 C 4.7048 0.2621 3.5848  -0.233
2 C 3.8542 1.4049 3.4899  -0.344
3 B 3.1762 2.8670 3.0240  0.641
4 C 2.2887 2.9653 1.6361  -0.817
5 C 0.7205 2.5112 1.7887  -0.016
6 C -0.1560 2.4650 3.1742  -0.234
7 C -1.7629 2.0080 3.2206  -0.245
8 C -2.4816 1.5620 1.8045  -0.004
9 C -4.0776 1.1193 1.7511  -0.675
10 C -1.6496 1.5513 0.3917  -0.253
11 C -0.0800 2.0263 0.4052  -0.209
12 H 5.1526 -0.8294 3.4025  0.281
13 H 3.3899 3.8318 3.7006  -0.060
14 H 2.3290 4.0906 1.2401  0.254
15 H 2.7371 2.3115 0.7436  0.269
16 H 0.3524 2.7611 4.2086  0.226
17 H -2.3820 1.9972 4.2233  0.239
18 H -4.3335 0.7077 2.8372  0.227
19 H -4.7856 2.0277 1.4671  0.234
20 H -4.1432 0.2324 0.9778  0.241
21 H -2.1147 1.2215 -0.6354  0.238
22 H 0.5427 2.0261 -0.6047  0.227
23 C 6.9862 0.7367 -3.1874  -0.144
24 C 5.5338 0.8467 -3.6747  0.594
25 C 5.0586 2.2666 -3.9625  0.517
26 F 5.1064 3.0610 -2.8706  -0.320
27 F 3.7600 2.2627 -4.3719  -0.325
28 F 4.7176 0.2186 -2.7877  -0.311
29 F 5.4420 0.1242 -4.8360  -0.326
30 O 7.1713 0.6350 -1.7724  -0.505
31 C 7.1786 1.8757 -1.0669  0.846
32 C 5.9951 2.0206 -0.1013  0.498
33 F 4.8054 1.9134 -0.7435  -0.318
34 F 6.0028 3.2394 0.5013  -0.321
35 F 7.2628 2.8921 -1.9569  -0.318
36 F 8.3465 1.8950 -0.3677  -0.318
37 H 7.3727 -0.2129 -3.5776  0.232
38 H 7.6381 1.4985 -3.6326  0.212
39 H 5.6516 2.7298 -4.7564  0.145
40 H 6.0298 1.2515 0.6742  0.166
41 C -6.0086 -4.0304 -1.6646  -0.144
42 C -6.6430 -5.2562 -0.9907  0.594
43 C -7.9102 -4.9669 -0.1935  0.517
44 F -7.6987 -4.0995 0.8205  -0.320
45 F -8.3875 -6.1076 0.3767  -0.324
46 F -5.7065 -5.8798 -0.2280  -0.310
47 F -6.9600 -6.1446 -1.9853  -0.326
48 O -4.9230 -3.4161 -0.9639  -0.504
49 C -5.2998 -2.4855 0.0506  0.848
50 C -4.9053 -2.9463 1.4599  0.499
51 F -5.4561 -4.1463 1.7697  -0.314
52 F -5.3384 -2.0655 2.4008  -0.321
53 F -6.6202 -2.2116 -0.0663  -0.317
54 F -4.6509 -1.3277 -0.2522  -0.321
55 H -5.5572 -4.3891 -2.5977  0.232
56 H -6.7554 -3.2954 -1.9893  0.212
57 H -8.6997 -4.5660 -0.8358  0.145
58 H -3.8203 -3.0408 1.5484  0.162

As for the energy above the lowest of the compared OMol25 structures with the same formula, charge and spin: 497.60 kJ/mol. Its LUMO energy is -0.7 eV. As for the SMILES: FC(F)C(F)(F)COC(F)(F)C(F)F.FC(F)C(F)(F)COC(F)(F)C(F)F.C#CBCc1ccc(C)cc1. The calculation puts the total energy at -69285.640 eV.